Run A
Entry from the Open Molecules 2025 dataset: a molecular structure, C18H24N2O4S (ωB97M-V/def2-TZVPD).

Element x y z (Å)
1 C 3.30 -1.63 2.19
2 H 3.84 -0.79 2.50
3 H 3.22 -1.60 1.00
4 H 3.70 -2.63 2.42
5 C 1.97 -1.58 2.36
6 N 1.20 -2.64 1.95
7 S 0.89 -2.67 0.44
8 O 1.82 -2.41 -0.56
9 O 0.16 -4.14 0.07
10 C -0.59 -1.51 -0.04
11 C -0.75 -0.97 -1.09
12 C -1.66 -0.12 -1.48
13 C -2.49 0.29 -0.72
14 C -2.71 -0.45 0.69
15 C -1.63 -1.44 0.80
16 H -1.56 -1.93 1.95
17 H -3.30 -0.20 1.32
18 C -3.60 1.34 -0.73
19 H -3.88 1.56 -1.92
20 H -4.66 0.96 -0.34
21 C -3.35 2.53 -0.08
22 C -2.13 3.24 -0.36
23 O -2.25 4.14 -1.33
24 N -0.95 2.87 0.16
25 H -1.15 1.85 0.42
26 C 0.27 3.38 -0.53
27 C 1.18 2.41 -1.46
28 C 0.92 2.21 -2.73
29 C 1.95 1.11 -2.91
30 C 2.25 0.66 -1.78
31 O 1.60 1.28 -0.82
32 H 2.80 -0.37 -1.64
33 H 2.09 0.74 -3.97
34 H 0.75 2.92 -3.51
35 H 0.21 4.24 -1.05
36 H 0.77 3.52 0.47
37 H -4.24 3.23 -0.30
38 H -3.21 2.52 1.27
39 H -1.62 0.57 -2.36
40 H 0.15 -1.14 -1.73
41 H 0.48 -2.97 2.55
42 C 1.35 -0.22 2.43
43 H 0.35 -0.15 2.48
44 H 2.03 0.60 2.64
45 H 1.39 -0.21 1.08
46 C 1.69 -1.63 3.98
47 H 0.74 -1.52 4.35
48 H 2.39 -0.85 4.52
49 H 1.94 -2.82 4.30

The LUMO energy is 0.0070 hartree. As for the HOMO energy: -0.3390 Ha. As for the molecular weight: 364.467 g/mol. As for the gap between HOMO and LUMO: 9.42 eV.

Charges computed using Mulliken, reported in e:
1 C -1.106
2 H 0.450
3 H 0.236
4 H 0.305
5 C 1.015
6 N -0.134
7 S 1.065
8 O -0.572
9 O -0.802
10 C 0.700
11 C -0.015
12 C -0.094
13 C -0.009
14 C -1.413
15 C -0.480
16 H -0.037
17 H 0.853
18 C -0.709
19 H 0.303
20 H 0.282
21 C -0.232
22 C 0.445
23 O -0.716
24 N 0.007
25 H 0.041
26 C -1.202
27 C 0.128
28 C -0.118
29 C -0.400
30 C -0.311
31 O -0.137
32 H 0.209
33 H 0.326
34 H 0.472
35 H 0.555
36 H 0.356
37 H 0.273
38 H 0.199
39 H 0.226
40 H 0.382
41 H 0.445
42 C -1.023
43 H 0.438
44 H 0.456
45 H -0.170
46 C -1.741
47 H 0.610
48 H 0.338
49 H 0.307



Run B
Entry from the Open Molecules 2025 dataset: C18H24N2O4S in the gas phase (ωB97M-V/def2-TZVPD).

Element x y z (Å)
1 C 1.61 1.57 3.94
2 C 1.85 1.44 2.31
3 O 3.10 0.97 1.98
4 C 3.64 -0.28 2.36
5 H 3.48 -0.56 3.27
6 C 3.26 -1.30 1.47
7 C 1.79 -1.48 1.59
8 C 0.97 -1.67 0.33
9 N -0.37 -1.89 0.38
10 C -0.96 -2.14 1.43
11 N -0.39 -2.45 2.75
12 C 1.15 -2.26 2.78
13 O 1.82 -2.23 3.64
14 H -0.83 -2.66 3.50
15 S -2.62 -2.60 1.48
16 C -3.16 -2.02 -0.05
17 C -3.82 -0.62 -0.32
18 O -3.93 -0.25 -1.54
19 C -2.97 0.16 -2.25
20 C -1.77 0.70 -1.42
21 C -0.62 1.23 -2.22
22 C -0.87 1.59 -3.37
23 C -2.06 1.11 -4.15
24 C -3.05 0.59 -3.39
25 H -3.91 -0.09 -4.11
26 H -2.14 1.32 -5.34
27 C 0.40 2.37 -4.41
28 H -0.10 2.23 -5.37
29 H 1.24 1.80 -4.15
30 H 0.42 3.34 -3.93
31 C 0.47 1.67 -1.46
32 H 0.56 1.42 -0.46
33 H 0.57 2.85 -1.54
34 H 1.55 1.40 -1.92
35 H -1.50 0.50 -0.47
36 H -3.57 -0.11 0.44
37 H -4.87 -0.99 -0.03
38 H -3.94 -2.74 -0.36
39 H -2.27 -2.13 -0.69
40 O 1.36 -1.23 -0.64
41 H 0.62 -0.92 -1.45
42 H 3.39 -0.97 0.68
43 H 3.80 -2.26 1.76
44 H 4.85 -0.16 2.41
45 H 1.24 0.61 2.04
46 H 1.78 2.45 1.83
47 H 1.67 0.62 4.31
48 H 2.47 2.23 4.27
49 H 0.68 1.84 4.07

The LUMO energy is 0.0115 hartree. As for the HOMO energy: -0.2792 Ha. As for the molecular weight: 364.467 g/mol. As for the gap between HOMO and LUMO: 7.91 eV.

Charges computed using Mulliken, reported in e:
1 C -1.520
2 C 0.466
3 O -0.413
4 C -0.861
5 H 0.605
6 C -1.105
7 C 0.452
8 C -0.028
9 N -0.285
10 C 0.437
11 N -0.195
12 C 0.021
13 O -0.385
14 H 0.067
15 S -0.224
16 C -0.397
17 C -1.015
18 O -0.347
19 C 0.079
20 C -0.272
21 C 0.622
22 C 0.658
23 C -0.716
24 C -0.070
25 H 0.117
26 H 0.133
27 C -1.147
28 H 0.379
29 H 0.354
30 H 0.297
31 C -1.707
32 H 0.502
33 H 0.246
34 H 0.194
35 H 0.518
36 H 0.756
37 H 0.348
38 H 0.404
39 H 0.247
40 O -0.458
41 H 0.442
42 H 0.967
43 H 0.188
44 H 0.271
45 H -0.193
46 H 0.360
47 H 0.312
48 H 0.303
49 H 0.596



Which of them is least stable? Easy: run A.



Run A
Entry from the Open Molecules 2025 dataset: 2 unconnected molecules or ions with the total composition C3H5NO2S (ωB97M-V/def2-TZVPD).

Element x y z (Å)
1 C 0.49 0.33 -0.22
2 C -1.46 -0.61 -0.04
3 C 0.49 1.72 0.25
4 N -1.19 -1.85 0.24
5 O -2.39 0.03 -0.39
6 O 2.94 -0.03 -0.75
7 S 1.67 -0.72 -0.67
8 H 0.97 2.29 -0.57
9 H 1.05 1.70 1.24
10 H -0.57 1.98 0.40
11 H -0.22 -2.10 0.57
12 H -1.78 -2.74 -0.05

The LUMO energy (alpha / beta) is 0.0022 / 0.0022 hartree. As for the HOMO energy (alpha / beta): -0.3311 / -0.3312 Ha. As for the molecular weight: 119.145 g/mol. As for the gap between HOMO and LUMO (alpha / beta): 9.07 / 9.07 eV.

Charges computed using Mulliken, reported in e:
1 C 0.031
2 C 0.642
3 C -0.836
4 N -0.414
5 O -0.448
6 O -0.549
7 S 0.250
8 H 0.272
9 H 0.252
10 H 0.292
11 H 0.230
12 H 0.278



Run B
Entry from the Open Molecules 2025 dataset: C3H5NO2S in the gas phase (ωB97M-V/def2-TZVPD).

Element x y z (Å)
1 C -0.25 0.22 0.58
2 C 0.08 0.27 -0.98
3 C 1.03 -0.86 0.55
4 N 1.18 -0.69 -0.94
5 O 3.71 -0.56 0.01
6 O 2.40 1.47 0.22
7 S 2.45 0.05 0.08
8 H -0.13 1.21 0.97
9 H -1.28 -0.34 0.75
10 H -0.91 -0.03 -1.41
11 H 0.31 1.28 -1.33
12 H 0.86 -1.82 0.94

The LUMO energy is 0.0251 hartree. As for the HOMO energy: -0.3636 Ha. As for the molecular weight: 119.145 g/mol. As for the gap between HOMO and LUMO: 10.57 eV.

Charges computed using Mulliken, reported in e:
1 C -0.552
2 C -0.345
3 C -0.133
4 N -0.376
5 O -0.560
6 O -0.518
7 S 0.950
8 H 0.294
9 H 0.283
10 H 0.297
11 H 0.274
12 H 0.387



Run C
Entry from the Open Molecules 2025 dataset: C3H5NO2S in the gas phase (ωB97M-V/def2-TZVPD).

Element x y z (Å)
1 C 1.27 -0.47 0.07
2 C -0.65 0.91 0.70
3 C -0.65 0.37 -0.73
4 N 0.52 -0.40 -0.93
5 O 2.43 -1.19 0.09
6 O -1.78 -0.48 -0.74
7 S 0.94 0.45 1.48
8 H -0.84 1.97 0.60
9 H -1.40 0.29 1.26
10 H -0.75 1.22 -1.43
11 H 2.63 -1.48 1.08
12 H -1.70 -1.19 -1.45

The LUMO energy is 0.0141 hartree. As for the HOMO energy: -0.3403 Ha. As for the molecular weight: 119.145 g/mol. As for the gap between HOMO and LUMO: 9.64 eV.

Charges computed using Mulliken, reported in e:
1 C 0.518
2 C -0.480
3 C 0.277
4 N -0.585
5 O -0.500
6 O -0.572
7 S -0.225
8 H 0.336
9 H 0.304
10 H 0.242
11 H 0.361
12 H 0.324



Run D
Entry from the Open Molecules 2025 dataset: C3H5NO2S in the gas phase (ωB97M-V/def2-TZVPD).

Element x y z (Å)
1 C 0.29 2.44 1.62
2 C 0.59 1.24 0.77
3 C -0.66 -1.92 -1.22
4 H -0.37 3.12 1.08
5 H 1.25 2.93 1.88
6 H -0.23 2.13 2.54
7 H 0.95 -0.78 -0.64
8 H -1.76 -1.93 -1.11
9 N -0.05 -0.87 -0.59
10 O 1.69 0.89 0.43
11 O -0.06 -2.76 -1.87
12 S -0.86 0.32 0.31

The LUMO energy is 0.0197 hartree. As for the HOMO energy: -0.3376 Ha. As for the molecular weight: 119.145 g/mol. As for the gap between HOMO and LUMO: 9.72 eV.

Charges computed using Mulliken, reported in e:
1 C -1.042
2 C 0.694
3 C 0.186
4 H 0.319
5 H 0.282
6 H 0.316
7 H 0.252
8 H 0.258
9 N -0.117
10 O -0.531
11 O -0.545
12 S -0.072



Which of them is least stable? Easy: run B.



Run A
Entry from the Open Molecules 2025 dataset: C3H5NO2S in the gas phase (ωB97M-V/def2-TZVPD).

Element x y z (Å)
1 C 0.55 2.00 1.30
2 C -0.56 -0.93 -0.27
3 C -0.58 0.63 -0.52
4 N 0.15 1.18 0.57
5 O 1.29 -1.61 1.62
6 O 0.01 0.83 -1.76
7 S -0.37 -1.45 1.41
8 H -1.43 -1.47 -0.59
9 H 0.34 -1.32 -0.81
10 H -1.53 1.21 -0.56
11 H 1.78 -0.87 1.29
12 H 0.35 1.79 -1.69

The LUMO energy is 0.0175 hartree. As for the HOMO energy: -0.3246 Ha. As for the molecular weight: 119.145 g/mol. As for the gap between HOMO and LUMO: 9.31 eV.

Charges computed using Mulliken, reported in e:
1 C -0.244
2 C -0.834
3 C 0.271
4 N 0.043
5 O -0.454
6 O -0.523
7 S 0.095
8 H 0.370
9 H 0.280
10 H 0.332
11 H 0.326
12 H 0.338



Run B
Entry from the Open Molecules 2025 dataset: a molecular structure, C3H5NO2S (ωB97M-V/def2-TZVPD).

Element x y z (Å)
1 C 1.85 -0.02 0.82
2 C 0.54 0.05 0.87
3 C -1.13 0.63 -1.73
4 N -0.36 -0.91 1.43
5 O -1.54 -0.81 1.20
6 O 0.16 -1.79 2.09
7 S -0.71 1.59 -0.26
8 H 2.45 0.72 0.33
9 H 2.35 -0.84 1.30
10 H -0.90 1.25 -2.60
11 H -2.18 0.38 -1.70
12 H -0.53 -0.27 -1.76

The LUMO energy is -0.0272 hartree. As for the HOMO energy: -0.3346 Ha. As for the molecular weight: 119.145 g/mol. As for the gap between HOMO and LUMO: 8.37 eV.

Charges computed using Mulliken, reported in e:
1 C -0.580
2 C 0.030
3 C -0.691
4 N 0.949
5 O -0.530
6 O -0.575
7 S -0.016
8 H 0.290
9 H 0.291
10 H 0.313
11 H 0.261
12 H 0.259



Which of them is least stable? Easy: run B.



Run A
Entry from the Open Molecules 2025 dataset: 3 unconnected molecules or ions with the total composition C7H13N (ωB97M-V/def2-TZVPD).

Element x y z (Å)
1 C -1.38 1.41 1.56
2 C -3.07 -0.36 0.78
3 C -0.70 0.61 0.99
4 C 1.54 0.95 0.41
5 C 0.09 -0.23 -1.22
6 C 0.80 -1.36 0.96
7 C 0.45 0.00 0.32
8 N -3.19 -0.44 -0.36
9 H 1.03 0.46 -3.82
10 H -2.09 1.57 2.27
11 H -2.92 -0.24 1.77
12 H 1.16 -0.24 -3.58
13 H 2.51 0.48 0.30
14 H 1.70 1.41 1.39
15 H 1.59 1.75 -0.28
16 H 0.09 -1.25 -1.56
17 H -0.81 0.28 -1.50
18 H 0.92 0.31 -1.77
19 H 1.04 -1.37 2.11
20 H 1.46 -1.92 0.33
21 H -0.24 -1.83 0.90

The LUMO energy is 0.0312 hartree. As for the HOMO energy: -0.3623 Ha. As for the molecular weight: 111.188 g/mol. As for the gap between HOMO and LUMO: 10.71 eV.

Charges computed using Mulliken, reported in e:
1 C -0.132
2 C 0.053
3 C -1.473
4 C -2.035
5 C -1.561
6 C -1.484
7 C 2.560
8 N -0.407
9 H 0.096
10 H 0.512
11 H 0.370
12 H -0.030
13 H 0.454
14 H 0.385
15 H 0.470
16 H 0.424
17 H 0.455
18 H 0.260
19 H 0.294
20 H 0.423
21 H 0.365



Run B
Entry from the Open Molecules 2025 dataset: C7H13N in the gas phase (ωB97M-V/def2-TZVPD).

Element x y z (Å)
1 C 0.57 0.13 0.70
2 C 0.76 -1.37 0.56
3 C -0.07 -0.81 1.68
4 C 2.08 -2.00 0.87
5 C -2.30 1.74 -1.41
6 C -0.18 0.83 -0.37
7 N 0.63 1.31 -1.38
8 C -1.51 1.02 -0.37
9 H 1.39 0.72 1.09
10 H 0.23 -1.90 -0.22
11 H 0.14 1.51 -2.24
12 H 1.46 0.75 -1.52
13 H -1.14 -1.01 1.65
14 H 0.33 -0.83 2.69
15 H -2.10 0.64 0.46
16 H 2.83 -1.26 1.16
17 H 1.97 -2.72 1.68
18 H 2.45 -2.54 -0.01
19 H -2.00 2.79 -1.47
20 H -2.18 1.27 -2.40
21 H -3.36 1.71 -1.17

The LUMO energy is 0.0411 hartree. As for the HOMO energy: -0.2855 Ha. As for the molecular weight: 111.188 g/mol. As for the gap between HOMO and LUMO: 8.89 eV.

Charges computed using Mulliken, reported in e:
1 C -0.387
2 C 0.449
3 C -0.830
4 C -1.466
5 C -1.356
6 C 0.070
7 N -0.525
8 C -0.090
9 H 0.466
10 H 0.404
11 H 0.230
12 H 0.255
13 H 0.271
14 H 0.273
15 H 0.243
16 H 0.340
17 H 0.334
18 H 0.345
19 H 0.312
20 H 0.332
21 H 0.329



Run C
Entry from the Open Molecules 2025 dataset: 2 unconnected molecules or ions with the total composition C7H13N (ωB97M-V/def2-TZVPD).

Element x y z (Å)
1 C 0.22 1.19 -1.32
2 C -0.71 0.99 -0.09
3 C -0.20 -0.03 0.91
4 C 0.49 0.45 2.04
5 N -0.10 1.42 2.74
6 C 0.06 -1.34 0.47
7 C -0.43 -1.96 -0.70
8 C -1.12 -1.44 -1.76
9 H 0.84 2.08 -1.20
10 H -0.41 1.40 -2.19
11 H 0.73 0.25 -1.47
12 H -1.69 0.68 -0.44
13 H -0.82 1.96 0.41
14 H 3.33 -0.66 0.25
15 H -1.08 1.32 2.98
16 H 0.40 1.79 3.54
17 H 3.40 -0.17 -0.31
18 H 0.21 -1.99 1.34
19 H -0.14 -3.01 -0.80
20 H -0.86 -1.87 -2.73
21 H -2.13 -1.05 -1.68

The LUMO energy is -0.0187 hartree. As for the HOMO energy: -0.2595 Ha. As for the molecular weight: 111.188 g/mol. As for the gap between HOMO and LUMO: 6.55 eV.

Charges computed using Mulliken, reported in e:
1 C -0.988
2 C -0.725
3 C 1.242
4 C -0.833
5 N -0.240
6 C -0.764
7 C -0.120
8 C -1.008
9 H 0.344
10 H 0.251
11 H 0.287
12 H 0.313
13 H 0.463
14 H 0.003
15 H 0.244
16 H 0.276
17 H -0.007
18 H 0.367
19 H 0.330
20 H 0.267
21 H 0.298



Run D
Entry from the Open Molecules 2025 dataset: C7H13N in the gas phase (ωB97M-V/def2-TZVPD).

Element x y z (Å)
1 C -1.57 -1.27 -0.76
2 C -1.23 -0.71 0.61
3 C -0.36 0.56 0.48
4 C 1.10 0.30 0.20
5 C 1.94 0.05 1.19
6 C 1.65 1.48 -1.91
7 C 1.58 0.36 -1.21
8 N -2.45 -0.35 1.31
9 H -2.01 -0.48 -1.36
10 H -2.29 -2.08 -0.64
11 H -0.70 -1.75 -1.20
12 H -0.64 -1.42 1.20
13 H -0.81 1.20 -0.28
14 H -0.43 1.10 1.42
15 H 1.61 0.04 2.22
16 H 3.00 -0.13 1.06
17 H 1.37 2.43 -1.47
18 H 2.01 1.51 -2.92
19 H 1.77 -0.60 -1.69
20 H -2.37 -0.37 2.32
21 H -3.25 -0.88 1.01

The LUMO energy is 0.0393 hartree. As for the HOMO energy: -0.3317 Ha. As for the molecular weight: 111.188 g/mol. As for the gap between HOMO and LUMO: 10.10 eV.

Charges computed using Mulliken, reported in e:
1 C -1.482
2 C 0.723
3 C -1.148
4 C 0.559
5 C -1.048
6 C -0.651
7 C -0.319
8 N -0.627
9 H 0.370
10 H 0.449
11 H 0.307
12 H 0.211
13 H 0.416
14 H 0.331
15 H 0.297
16 H 0.340
17 H 0.274
18 H 0.290
19 H 0.283
20 H 0.218
21 H 0.206



Which of them is least stable? Easy: run C.